Entry 1:
9
Properties=species:S:1:pos:R:3 method="wB97M-V/def2-TZVPD" e_above_lowest_kcal_mol=66.9 charge=0 molar_mass_g_mol=85.1 e_homo_ev=-9.0 orbital_gap_ev=9.4954
N -1.5480 0.5536 0.1671
N 2.1139 -0.1458 0.3193
N -0.0960 -0.9937 -0.3099
N -1.3973 -0.6573 0.2406
N -0.1690 1.0428 -0.1878
C 0.7993 0.1387 -0.2144
H 2.7437 0.5804 0.0215
H 0.0586 -2.0589 -0.2104
H 0.0765 2.0486 -0.1303



Entry 2:
6
Properties=species:S:1:pos:R:3 method="wB97M-V/def2-TZVPD" e_above_lowest_kcal_mol=15.7 charge=0 molar_mass_g_mol=92.5 e_homo_ev=-11.0 orbital_gap_ev=10.0197
Cl -2.6797 0.6892 -0.3008
O -1.8349 -1.9380 0.1990
O 0.1632 0.3009 1.8404
C -0.2936 0.0663 0.7458
C -1.5444 -0.8262 0.4273
H 0.1853 0.5496 -0.1053



Entry 3:
32
Properties=species:S:1:pos:R:3 method="wB97M-V/def2-TZVPD" e_above_lowest_kcal_mol=0.0 charge=-2 molar_mass_g_mol=469.3 e_homo_ev="-1.1 / -1.1" multiplicity=2 orbital_gap_ev="5.4301 / 5.4521"
As 2.5846 2.9475 -1.5349
Co 1.5182 -0.0013 -1.3963
S 3.0425 3.5905 0.4546
S 3.4805 0.9748 -1.9910
S 2.9393 4.3895 -3.0543
S 0.4990 2.1757 -1.5979
O -0.5772 -0.6437 -1.4236
N 1.0470 -4.2104 -1.1159
N -1.2596 -5.0859 -0.8907
N 1.4835 0.0186 0.7523
N -2.4267 0.0434 -0.3273
N 0.9625 1.1003 1.3376
N 1.9185 -1.9700 -1.6115
C 1.4700 -3.0156 -1.3770
C -1.2991 -0.6647 -0.4431
C 1.1574 1.0998 2.6620
C -3.2440 -0.0523 0.8606
C -0.1908 -4.6305 -1.0092
C -2.8538 0.9407 -1.3932
C 1.8171 -0.0744 2.9740
C 2.0113 -0.7036 1.7303
H 2.1542 -0.4057 3.9440
H -4.1799 -0.5819 0.6647
H -3.9142 0.7761 -1.6049
H 2.5039 -1.6376 1.4963
H -2.6902 1.9822 -1.1085
H -3.4830 0.9470 1.2260
H 0.6901 1.8557 0.7005
H -2.2577 0.7455 -2.2797
H -1.0660 -1.2688 0.4457
H 0.8635 1.9425 3.2694
H -2.7007 -0.5833 1.6407



Copy entry 2 word for word.
6
Properties=species:S:1:pos:R:3 method="wB97M-V/def2-TZVPD" e_above_lowest_kcal_mol=15.7 charge=0 molar_mass_g_mol=92.5 e_homo_ev=-11.0 orbital_gap_ev=10.0197
Cl -2.6797 0.6892 -0.3008
O -1.8349 -1.9380 0.1990
O 0.1632 0.3009 1.8404
C -0.2936 0.0663 0.7458
C -1.5444 -0.8262 0.4273
H 0.1853 0.5496 -0.1053